Molecular formula: C77H53BrClO14PS
Method: DFT, ωB97M-V with the def2-TZVPD basis set

Each line ends with the Mulliken charge.
Geometry (Å):
Br -2.492 -3.811 -1.678  -0.326
Cl -1.209 0.985 -3.086  -0.189
S -4.034 0.382 0.616  1.371
P -1.153 -2.123 -1.070  0.317
O 2.495 6.620 -6.755  -0.633
O 3.469 -0.165 -2.039  -0.705
O -8.784 4.719 0.792  -0.668
O -11.849 1.186 3.416  -0.661
O -0.337 -1.878 -2.457  -0.467
O -2.933 -0.684 0.175  -0.323
O 1.476 -8.945 4.267  -0.662
O 2.096 -4.310 7.457  -0.685
O 7.035 3.248 -4.146  -0.667
O 1.687 -0.778 3.444  -0.637
O 2.060 10.122 -10.791  -0.667
O -4.791 -0.256 1.641  -0.676
O 5.701 -11.566 6.282  -0.662
O -3.387 1.626 0.907  -0.663
C 1.802 -1.585 4.342  0.365
C -0.086 5.700 -9.909  -0.542
C -0.164 0.500 0.891  -1.258
C 2.915 -12.283 2.202  -0.482
C 3.468 -0.174 5.523  -0.524
C 1.149 -3.791 5.356  0.593
C 1.508 7.137 -8.833  0.215
C -1.518 0.685 -1.332  -0.156
C 2.707 -1.336 5.500  0.147
C 4.808 10.932 -7.746  -0.471
C -9.072 0.844 3.560  -0.636
C -11.151 2.001 2.851  0.643
C 2.418 7.400 -7.682  0.509
C -9.472 3.937 1.414  0.557
C 3.926 10.690 -8.786  -0.622
C 2.983 -10.747 4.046  0.153
C 2.053 3.350 -3.791  -0.721
C 1.040 -2.865 4.317  0.343
C 3.035 -9.141 6.028  0.170
C 4.384 -0.821 7.651  -0.543
C 2.414 -9.554 4.738  0.507
C 4.126 -9.831 6.561  0.426
C 3.133 9.549 -8.770  0.304
C -0.219 6.620 -10.943  -0.480
C 3.046 -7.660 7.920  -0.366
C -0.160 0.755 -0.624  -0.678
C 6.182 -0.785 -1.746  -0.534
C 4.767 2.786 -3.683  0.555
C 1.383 8.055 -9.877  0.276
C 5.741 0.360 -2.399  0.169
C 6.228 2.493 -3.647  0.491
C 4.125 -8.355 8.457  -0.561
C 8.025 0.954 -2.893  -0.560
C 0.441 -4.984 5.294  -0.658
C -9.666 1.885 2.856  0.265
C 4.031 -12.941 2.707  -0.477
C 2.180 9.316 -9.894  0.473
C -0.482 -4.329 3.173  -0.670
C -4.393 0.453 -2.170  -0.833
C 2.015 -3.521 6.539  0.425
C 0.217 -3.136 3.230  -0.549
C -11.543 5.168 0.813  -0.546
C 0.513 7.795 -10.928  -0.595
C 7.537 -1.056 -1.666  -0.509
C 2.487 2.177 -3.201  -0.250
C -7.695 0.709 3.566  -0.704
C 4.112 8.901 -6.664  -0.498
C 4.095 -11.416 4.561  0.160
C 3.232 8.647 -7.710  0.247
C 4.277 0.625 -2.487  0.545
C -12.919 5.321 0.832  -0.476
C -5.080 0.617 -0.807  -0.677
C 0.773 5.958 -8.855  -0.559
C 3.631 -1.983 7.630  -0.550
C 4.325 3.969 -4.263  -0.916
C 2.795 -2.248 6.552  0.174
C -2.337 -0.620 -1.160  0.884
C -7.487 2.651 2.165  -0.820
C 6.667 1.238 -2.967  0.185
C 2.394 -11.187 2.867  -0.536
C 4.665 -9.435 7.779  -0.630
C 4.897 10.041 -6.683  -0.567
C 2.969 4.255 -4.316  -0.375
C 8.458 -0.189 -2.244  -0.485
C -10.956 4.087 1.458  0.218
C -13.136 3.312 2.137  -0.560
C -11.755 3.159 2.129  0.158
C -3.482 -0.769 -2.151  -1.491
C -13.715 4.390 1.491  -0.478
C 4.306 0.081 6.595  -0.503
C 3.843 1.889 -3.143  0.007
C 4.730 -10.988 5.842  0.603
C 4.619 -12.510 3.883  -0.553
C 2.505 -8.054 6.709  -0.655
C -8.869 2.796 2.159  0.336
C -6.900 1.610 2.865  -0.500
C -0.367 -5.256 4.204  -0.731
H -3.867 1.366 -2.445  0.289
H -5.168 0.302 -2.921  0.491
H 5.507 -9.982 8.182  0.477
H 4.901 0.984 6.611  0.409
H 0.423 8.519 -11.726  0.474
H -9.702 0.149 4.097  0.470
H 0.209 1.768 -0.795  0.649
H 4.545 -8.051 9.406  0.401
H 2.452 -12.627 1.286  0.399
H -5.826 1.502 2.868  0.643
H 0.596 -2.101 -2.322  0.292
H 0.992 3.563 -3.832  0.472
H -5.879 -0.114 -0.698  0.381
H 3.842 11.376 -9.617  0.477
H 0.885 5.253 -8.043  0.537
H -14.791 4.509 1.500  0.395
H 8.729 1.640 -3.344  0.476
H -0.907 -6.192 4.155  0.416
H 5.052 4.657 -4.673  0.525
H 3.393 0.520 4.697  0.491
H 5.583 10.236 -5.869  0.411
H 1.779 1.475 -2.783  0.483
H -1.119 -4.539 2.324  0.473
H -13.741 2.582 2.656  0.475
H 5.035 -0.617 8.490  0.399
H 1.667 -7.527 6.278  0.479
H 2.631 5.175 -4.774  0.482
H -6.882 3.361 1.618  0.555
H 5.485 -13.013 4.291  0.474
H -13.374 6.166 0.332  0.396
H -10.911 5.881 0.302  0.473
H 0.793 0.062 1.175  0.426
H -0.254 1.429 1.448  0.316
H -0.895 6.418 -11.764  0.398
H 3.683 -2.695 8.442  0.471
H 4.173 8.197 -5.845  0.487
H 9.516 -0.407 -2.186  0.401
H 5.428 11.818 -7.762  0.397
H 4.440 -13.795 2.182  0.399
H -5.505 1.610 -0.673  0.430
H -0.931 -0.194 1.218  0.112
H -4.089 -1.603 -1.795  0.639
H 0.531 -5.690 6.107  0.702
H 0.560 0.108 -1.123  0.001
H -0.655 4.780 -9.927  0.408
H 7.879 -1.945 -1.152  0.404
H -2.114 1.537 -1.020  0.709
H -3.124 -1.040 -3.140  0.506
H 2.629 -6.808 8.441  0.459
H 1.530 -10.661 2.484  0.474
H 0.137 -2.407 2.435  0.644
H 5.454 -1.451 -1.305  0.498
H -7.232 -0.102 4.112  0.437

Structure (SMILES): CC[C@@H](Cl)[C@]1(P(O)Br)CCCS(=O)(=O)O1.O=C1c2ccccc2C(=O)c2ccccc21.O=C1c2ccccc2C(=O)c2ccccc21.O=C1c2ccccc2C(=O)c2ccccc21.O=C1c2ccccc2C(=O)c2ccccc21.O=C1c2ccccc2C(=O)c2ccccc21
Calculated total energy in eV: -212067.299
Orbital gap in eV: 8.3